Below is a structure of composition C43H39AsCl5CsN6OS, with properties calculated with ωB97M-V/def2-TZVPD.

Computed properties:
Total charge = -2
ΔE to the lowest compared entry with this formula, charge and spin = 0.2668 eV
LUMO energy = 3.7 eV
HOMO level = -1.8615 eV
Frontier orbital gap = 5.6 eV

Cartesian coordinates (Å):
Cs (-0.211, -0.794, 0.182)
C (-8.036, 1.692, 0.129)
C (-6.619, 1.952, -0.314)
C (-6.133, 3.247, -0.492)
C (-4.830, 3.473, -0.896)
C (-3.922, 2.423, -1.139)
N (-2.589, 2.637, -1.368)
C (-2.171, 3.372, -2.391)
C (-2.924, 3.699, -3.560)
C (-2.374, 4.395, -4.620)
C (-1.051, 4.838, -4.625)
C (-0.460, 5.603, -5.781)
C (-0.300, 4.548, -3.487)
C (-0.827, 3.856, -2.421)
N (-0.038, 3.681, -1.241)
C (0.160, 4.616, -0.289)
C (0.889, 4.035, 0.716)
C (1.088, 2.716, 0.266)
N (0.528, 2.505, -0.912)
C (-4.451, 1.127, -0.999)
C (-5.755, 0.903, -0.585)
N (-3.640, -0.002, -1.322)
C (-2.797, -0.120, -2.378)
C (-2.391, -1.430, -2.428)
C (-3.048, -2.034, -1.338)
N (-3.805, -1.172, -0.672)
H (-8.487, 2.600, 0.533)
H (-8.075, 0.924, 0.904)
H (-8.663, 1.352, -0.701)
H (-6.782, 4.093, -0.287)
H (-4.450, 4.484, -0.989)
H (-3.958, 3.375, -3.608)
H (-2.998, 4.597, -5.488)
H (-1.138, 5.588, -6.637)
H (0.491, 5.173, -6.107)
H (-0.272, 6.653, -5.532)
H (0.735, 4.873, -3.421)
H (-0.264, 5.600, -0.396)
H (1.192, 4.471, 1.653)
H (1.588, 1.912, 0.788)
H (-6.083, -0.124, -0.475)
H (-2.546, 0.733, -2.984)
H (-1.661, -1.871, -3.085)
H (-2.973, -3.051, -0.982)
Cl (1.017, -1.534, 4.159)
C (0.018, -0.065, 4.310)
C (-0.469, 0.491, 3.153)
C (-1.267, 1.608, 3.337)
Cl (-1.987, 2.337, 1.907)
C (-1.541, 2.167, 4.582)
Cl (-2.537, 3.586, 4.746)
C (-1.004, 1.570, 5.724)
Cl (-1.320, 2.239, 7.295)
C (-0.217, 0.430, 5.591)
Cl (0.443, -0.332, 7.012)
C (-0.170, -6.097, 1.291)
As (0.068, -4.583, 0.063)
C (2.024, -4.589, 0.038)
C (-0.251, -5.498, -1.692)
C (-1.033, -6.762, -1.563)
C (-0.401, -8.001, -1.462)
C (-1.129, -9.169, -1.289)
C (-2.516, -9.124, -1.213)
C (-3.160, -7.899, -1.319)
C (-2.426, -6.735, -1.494)
H (0.445, -6.961, 1.034)
H (-1.217, -6.400, 1.304)
H (0.101, -5.749, 2.289)
H (2.414, -5.579, -0.207)
H (2.418, -4.277, 1.006)
H (2.337, -3.869, -0.717)
H (0.725, -5.662, -2.145)
H (-0.766, -4.752, -2.293)
H (0.682, -8.043, -1.518)
H (-0.613, -10.118, -1.212)
H (-3.086, -10.035, -1.075)
H (-4.241, -7.848, -1.264)
H (-2.936, -5.781, -1.577)
C (3.862, 0.728, -1.459)
S (4.077, 0.418, 0.291)
O (5.040, -0.717, 0.439)
C (5.045, 1.901, 0.656)
C (4.528, 3.185, 0.534)
C (5.327, 4.271, 0.857)
C (6.630, 4.077, 1.301)
C (7.135, 2.791, 1.424)
C (6.341, 1.696, 1.103)
H (4.850, 0.755, -1.917)
H (3.323, 1.667, -1.585)
H (3.244, -0.087, -1.840)
H (3.515, 3.344, 0.189)
H (4.927, 5.273, 0.762)
H (7.246, 4.931, 1.555)
H (8.149, 2.637, 1.773)
H (6.699, 0.679, 1.190)
N (1.374, -1.365, -2.165)
C (0.845, -2.378, -2.392)

Force components x, y, z for each atom (eV/Å):
Cs -0.4 0.6 0.4
C 0.0 0.0 0.0
C 0.0 0.1 0.0
C 0.0 0.0 0.0
C 0.0 0.0 0.0
C 0.0 0.1 0.0
N 0.0 0.0 0.1
C -0.1 0.0 -0.1
C 0.0 0.0 0.0
C 0.0 0.0 0.0
C -0.1 0.0 0.0
C 0.0 0.0 0.0
C 0.1 0.0 0.0
C -0.1 0.0 0.1
N 0.1 -0.1 -0.1
C -0.1 0.0 0.0
C 0.1 -0.1 0.0
C 0.0 0.0 0.3
N -0.1 0.1 -0.1
C 0.0 -0.1 0.0
C 0.0 -0.1 0.0
N -0.1 0.0 0.1
C 0.0 0.0 0.0
C 0.0 -0.1 0.1
C 0.0 0.0 0.0
N 0.0 0.0 -0.2
H 0.0 0.0 0.0
H 0.0 0.0 0.0
H 0.0 0.0 0.0
H 0.0 0.0 0.0
H 0.0 0.0 0.0
H 0.0 0.0 0.0
H 0.0 0.0 0.0
H 0.0 0.0 0.0
H 0.0 0.0 0.0
H 0.0 0.0 0.0
H 0.0 0.0 0.0
H 0.0 0.0 0.0
H 0.0 0.0 0.0
H 0.0 0.0 0.0
H 0.0 0.0 0.0
H 0.0 0.0 0.0
H 0.0 0.0 0.0
H 0.0 0.0 0.0
Cl 0.0 0.0 0.1
C 0.0 0.1 -0.1
C 0.0 0.0 0.1
C 0.0 -0.1 0.0
Cl 0.0 0.0 0.0
C -0.1 0.1 -0.1
Cl 0.0 0.0 0.0
C 0.0 0.0 0.0
Cl 0.0 0.0 0.0
C 0.1 -0.1 0.0
Cl 0.0 0.0 0.0
C 0.0 -0.1 0.1
As -0.1 0.1 0.0
C 0.1 0.0 -0.1
C 0.0 0.0 0.1
C 0.0 0.1 0.0
C 0.0 0.0 0.0
C 0.0 0.0 0.0
C 0.1 0.0 0.0
C 0.0 0.0 0.0
C 0.0 0.0 0.0
H 0.0 0.0 0.0
H 0.0 0.0 0.0
H 0.0 0.0 0.0
H 0.0 0.0 0.0
H -0.1 0.0 0.0
H 0.0 0.0 0.0
H 0.0 0.0 0.0
H 0.0 0.0 0.0
H 0.0 0.0 0.0
H 0.0 0.0 0.0
H 0.0 0.0 0.0
H 0.0 0.0 0.0
H 0.0 0.0 0.0
C 0.0 -0.1 0.0
S 0.2 -0.1 0.1
O -0.2 0.2 -0.1
C 0.1 -0.1 0.0
C 0.0 0.0 0.0
C 0.0 0.0 0.0
C 0.0 0.0 0.0
C 0.0 0.0 0.0
C 0.0 0.1 0.0
H 0.0 0.0 0.0
H 0.0 0.0 0.0
H 0.0 0.0 0.0
H -0.1 0.0 0.0
H 0.0 0.0 0.0
H 0.0 0.0 0.0
H 0.0 0.0 0.0
H 0.0 0.0 0.0
N 0.4 -0.1 -0.3
C 0.1 -0.3 -0.2